No. 1
# C42H49BCsN4O4

A structure of composition C42H49BCsN4O4 (ωB97M-V/def2-TZVPD, OMol25).

Results
- E_LUMO (eV) = 2.006
- energy (Ha) = -2194.81364
- spin multiplicity = 1
- ΔE to the lowest compared entry with this formula, charge and spin (kJ/mol) = 46.67
- charge = -1

Last column: Löwdin charge in e.
Element x y z (Å)
Cs1 -0.17844 1.11227 -1.06618  0.97
N1 -1.28685 -0.43824 3.17671  0.03
C1 -0.11520 0.43320 3.22245  -0.29
C2 1.11527 -0.30998 2.74566  -0.30
N2 2.18519 0.62942 2.41583  0.00
H1 -2.10145 0.03720 3.54798  0.05
H2 -1.13685 -1.26260 3.74765  0.07
H3 0.05471 0.86829 4.22247  0.11
H4 -0.26377 1.27281 2.54148  0.08
H5 0.86334 -0.84871 1.83014  0.05
H6 1.41795 -1.06231 3.49157  0.11
H7 2.89354 0.15837 1.86566  0.05
H8 2.62628 0.99593 3.25088  0.05
C3 -4.19929 -3.79973 0.13793  -0.11
C4 -3.02733 -3.18416 0.55168  -0.08
C5 -2.73026 -1.89750 0.12282  -0.03
C6 -3.61804 -1.22921 -0.70971  -0.25
C7 -4.79180 -1.84326 -1.13691  -0.04
C8 -5.07590 -3.12937 -0.70893  -0.10
N3 -3.21790 0.09624 -1.10867  0.00
N4 -4.13456 0.76512 -1.60703  0.05
C9 -3.77807 2.11998 -1.99716  -0.34
C10 -4.66394 2.62242 -2.95120  -0.08
C11 -4.45658 3.89935 -3.44849  -0.14
C12 -3.39171 4.63582 -2.93249  -0.14
C13 -2.57812 4.09537 -1.94215  -0.20
C14 -2.70261 2.79449 -1.40338  -0.23
H9 -4.42850 -4.80697 0.46477  0.09
H10 -2.33003 -3.70386 1.19610  0.10
H11 -1.81324 -1.41548 0.43695  0.08
H12 -5.45710 -1.30395 -1.79582  0.10
H13 -5.98234 -3.61954 -1.04423  0.09
H14 -5.49533 2.01651 -3.29386  0.09
H15 -5.11119 4.31572 -4.20506  0.08
H16 -3.21382 5.64347 -3.29969  0.08
H17 -1.78802 4.74608 -1.55741  0.06
C15 4.73568 -7.23895 -3.25047  -0.06
C16 3.45081 -6.57618 -3.76621  -0.57
C17 2.42367 -7.66633 -4.10221  -0.06
C18 3.78973 -5.83507 -5.05995  -0.08
C19 2.88338 -5.64362 -2.69254  -0.19
C20 2.52846 -6.17428 -1.45103  -0.06
C21 2.00918 -5.38781 -0.42346  0.01
C22 1.85039 -4.04055 -0.66790  -0.26
O1 1.37865 -3.06705 0.14403  0.03
B1 1.40132 -1.79695 -0.57075  -0.40
O2 1.94467 -2.16543 -1.88452  0.01
C23 2.19384 -3.49645 -1.89761  -0.25
C24 2.70819 -4.27275 -2.91735  0.05
H18 5.15110 -7.90985 -4.00783  0.08
H19 4.54776 -7.82169 -2.34844  0.07
H20 5.48627 -6.48415 -3.00890  0.09
H21 2.81814 -8.34084 -4.86756  0.08
H22 1.50075 -7.22060 -4.47700  0.09
H23 2.17224 -8.26126 -3.22387  0.07
H24 4.18263 -6.54306 -5.79339  0.08
H25 4.54776 -5.06693 -4.89628  0.08
H26 2.90936 -5.35765 -5.49285  0.08
H27 2.65791 -7.23497 -1.27040  0.10
H28 1.73856 -5.81636 0.53301  0.11
H29 2.96311 -3.80972 -3.86003  0.11
C25 4.01852 1.32627 -2.32801  0.00
C26 2.96351 2.39587 -2.40067  -0.39
O3 1.79942 2.10598 -2.59824  -0.18
C27 3.34488 3.82894 -2.19053  -0.15
C28 2.33044 4.78060 -2.10603  0.00
C29 2.64966 6.11109 -1.89440  -0.07
C30 3.97837 6.49749 -1.77400  -0.09
C31 4.99239 5.55443 -1.85868  -0.08
C32 4.67559 4.21965 -2.06220  -0.03
H30 3.53721 0.35263 -2.39283  0.08
H31 4.56600 1.39786 -1.38663  0.09
H32 4.74067 1.44654 -3.13845  0.09
H33 1.30062 4.46296 -2.19893  0.12
H34 1.85952 6.84643 -1.81835  0.11
H35 4.22372 7.53928 -1.60894  0.10
H36 6.02709 5.85661 -1.76019  0.10
H37 5.46552 3.48275 -2.11677  0.11
C33 -4.47963 1.60796 6.58225  -0.05
C34 -3.49718 2.19903 5.60964  -0.26
C35 -3.69956 2.10566 4.24342  -0.01
C36 -2.80185 2.63853 3.31659  -0.19
C37 -3.07779 2.43412 1.86070  -0.04
C38 -1.66861 3.31038 3.80825  -0.12
C39 -0.67303 3.91130 2.88892  -0.20
O4 -0.64311 3.77376 1.68922  0.04
C40 -1.44432 3.41345 5.19507  -0.22
C41 -0.22106 4.08377 5.77170  -0.06
C42 -2.35725 2.85201 6.07179  -0.02
H38 -5.29543 1.10628 6.06361  0.07
H39 -4.90997 2.38275 7.21995  0.08
H40 -3.99490 0.88029 7.23586  0.08
H41 -4.57785 1.59177 3.86828  0.12
H42 -4.05786 1.97971 1.71978  0.09
H43 -2.33554 1.78176 1.39714  0.06
H44 -3.01530 3.34656 1.27183  0.07
H45 0.09771 4.53291 3.37991  0.11
H46 0.70014 3.61058 5.42726  0.08
H47 -0.24306 4.01571 6.85887  0.07
H48 -0.16244 5.14073 5.50737  0.08
H49 -2.17678 2.92092 7.13951  0.11

Forces on atoms 1 to 6 (eV/Å):
Cs -0.514 -0.198 0.670
N -0.037 0.001 0.060
C 0.011 0.052 0.037
C 0.009 -0.062 0.013
N 0.041 0.053 0.057
H 0.013 -0.008 -0.018

No. 2
# C42H49N3O5PSSiTi

A structure of composition C42H49N3O5PSSiTi (ωB97M-V/def2-TZVPD, OMol25).

Results
- E_LUMO (eV) = -3.002
- energy (Ha) = -4048.97295
- spin multiplicity = 1
- ΔE to the lowest compared entry with this formula, charge and spin (kJ/mol) = 31.00
- charge = +1

Last column: Löwdin charge in e.
Element x y z (Å)
Ti1 -0.04998 -0.53570 -0.23712  1.02
N1 -1.90925 -2.34656 3.20641  0.21
C1 -1.38331 -1.26592 3.89039  -0.16
C2 -1.32618 -0.95717 5.24205  0.00
C3 -0.63220 0.18610 5.58661  -0.07
C4 -0.01714 0.98762 4.61546  -0.05
C5 -0.09462 0.69061 3.27053  0.01
C6 -0.80413 -0.45110 2.90733  -0.19
N2 -1.02348 -1.02970 1.66698  0.07
C7 -1.64403 -2.16284 1.89569  -0.24
C8 -1.83508 -3.11207 0.82316  -0.30
C9 -2.49875 -4.30014 0.79068  -0.31
S1 -2.30050 -5.03086 -0.74252  1.09
C10 -1.33900 -3.70376 -1.24179  -0.42
N3 -1.18166 -2.79021 -0.33997  0.00
H1 -2.38173 -3.13445 3.61320  0.17
H2 -1.79615 -1.58731 5.98567  0.12
H3 -0.54322 0.46072 6.62876  0.11
H4 0.53553 1.86261 4.93215  0.11
H5 0.37596 1.30810 2.52006  0.09
H6 -3.08591 -4.77254 1.56135  0.09
H7 -0.91851 -3.63831 -2.23486  0.09
C11 -3.33059 4.23171 -0.77534  -0.08
C12 -2.32405 3.16407 -1.21904  -0.60
C13 -3.00196 2.23596 -2.23808  -0.08
C14 -1.11833 3.82969 -1.89792  -0.08
Si1 -1.73529 2.20381 0.31765  0.62
O1 -0.52677 1.10238 -0.02660  -0.33
C15 -0.94420 3.40483 1.53282  -0.23
C16 -1.63448 4.11732 2.51288  -0.09
C17 -0.97128 4.99235 3.36097  -0.07
C18 0.39518 5.18989 3.23009  -0.08
C19 1.09739 4.51082 2.24320  -0.07
C20 0.43165 3.62668 1.40933  -0.12
C21 -3.17483 1.12016 0.92176  -0.21
C22 -3.62288 0.09692 0.07793  -0.12
C23 -4.66852 -0.73293 0.44877  -0.08
C24 -5.27224 -0.58305 1.69060  -0.08
C25 -4.83574 0.41763 2.54584  -0.07
C26 -3.80917 1.26723 2.15371  -0.08
H8 -3.71506 4.76909 -1.64565  0.09
H9 -2.87044 4.96039 -0.10374  0.08
H10 -4.18085 3.77739 -0.25837  0.08
H11 -3.28205 2.80959 -3.12627  0.09
H12 -3.91165 1.79567 -1.82682  0.07
H13 -2.33153 1.43224 -2.54829  0.05
H14 -1.44812 4.37863 -2.78407  0.09
H15 -0.38905 3.07708 -2.21172  0.08
H16 -0.62120 4.53705 -1.22995  0.08
H17 -2.70665 3.99821 2.62143  0.10
H18 -1.52350 5.52868 4.12200  0.11
H19 0.90726 5.87688 3.89111  0.11
H20 2.16125 4.67301 2.12332  0.11
H21 0.98422 3.09286 0.64331  0.09
H22 -3.16781 -0.03974 -0.89813  0.08
H23 -5.02729 -1.48940 -0.23975  0.11
H24 -6.09093 -1.23050 1.98030  0.10
H25 -5.30982 0.54966 3.51048  0.11
H26 -3.49978 2.05705 2.82830  0.09
C27 -0.77161 -0.72956 -2.10417  -0.09
C28 -0.73441 -0.76715 -3.32040  -0.07
C29 -0.66435 -0.78277 -4.74699  -0.24
C30 -0.59011 0.42391 -5.44921  -0.03
C31 -0.44108 0.42159 -6.82444  -0.07
C32 -0.36560 -0.77887 -7.51813  -0.07
C33 -0.45400 -1.98072 -6.82904  -0.08
C34 -0.60372 -1.98620 -5.45368  -0.04
H27 -0.63949 1.35640 -4.90184  0.11
H28 -0.37558 1.35883 -7.36105  0.11
H29 -0.23156 -0.77778 -8.59143  0.11
H30 -0.39856 -2.91697 -7.36868  0.11
H31 -0.66401 -2.92359 -4.91581  0.11
C35 5.67572 0.30971 1.17550  -0.02
C36 4.42270 0.41536 0.32154  -0.58
C37 3.54284 1.57094 0.79031  -0.02
C38 4.78841 0.54370 -1.15336  -0.01
O2 3.71857 -0.86027 0.55592  -0.13
P1 2.37695 -1.36863 -0.08390  0.31
O3 1.28998 -1.60875 0.94888  -0.28
O4 1.72578 -0.38995 -1.06261  -0.29
O5 2.71059 -2.67910 -0.88699  -0.12
C39 3.26737 -3.94736 -0.37327  -0.59
C40 4.63366 -4.10586 -1.02524  -0.02
C41 3.39598 -4.00114 1.14779  -0.03
C42 2.30476 -5.02565 -0.85484  -0.02
H32 6.30157 1.18731 1.01783  0.10
H33 6.24677 -0.57795 0.90278  0.09
H34 5.41577 0.24689 2.23220  0.09
H35 4.01870 2.52278 0.55577  0.10
H36 3.38290 1.51492 1.86833  0.10
H37 2.57986 1.53532 0.28338  0.06
H38 5.34785 1.46416 -1.31307  0.10
H39 3.89369 0.56382 -1.77230  0.08
H40 5.40869 -0.30031 -1.45891  0.09
H41 5.28179 -3.27679 -0.73881  0.09
H42 4.53360 -4.11199 -2.11072  0.09
H43 5.08919 -5.04118 -0.70265  0.10
H44 4.10110 -3.25000 1.50000  0.09
H45 3.75735 -4.98414 1.44417  0.10
H46 2.43375 -3.82135 1.62326  0.08
H47 2.18084 -4.95519 -1.93614  0.09
H48 1.33181 -4.90089 -0.37515  0.08
H49 2.69807 -6.01192 -0.61115  0.10

Forces on atoms 1 to 6 (eV/Å):
Ti -0.920 -1.582 0.000
N -0.087 -0.048 -0.108
C 0.171 0.278 -0.122
C -0.074 -0.043 0.044
C -0.025 -0.075 -0.008
C 0.052 0.136 -0.032